Entry 1:
The following is a quantum chemistry calculation of a 2-piece molecular cluster, C5H14 overall at a distorted geometry, from OMol25.

Values from the calculation:
HOMO-LUMO gap   12.361 eV
Structure (SMILES)   CCC.CC
HOMO   -11.2 eV

ORCA input file:
```
! RIJCOSX wB97M-V def2-TZVPD def2/J DEFGRID3
* xyz 0 1
C 2.214 -0.617 1.861
C 1.413 -0.752 0.545
C 0.095 -1.446 0.873
H 2.858 -1.497 1.921
H 2.914 0.227 1.897
H 1.657 -0.521 2.789
H 1.942 -1.430 -0.130
H 1.380 0.164 -0.041
H 0.302 -2.502 1.083
H -0.620 -1.494 0.049
H -0.467 -1.123 1.750
C -1.178 1.208 -1.179
C -2.404 1.551 -2.016
H -1.340 0.907 -0.148
H -0.675 0.364 -1.651
H -0.462 2.033 -1.190
H -2.292 1.448 -3.094
H -2.783 2.548 -1.802
H -3.236 0.890 -1.744
*
```

In elementary charge units, the Löwdin charges are: -0.1225, -0.2999, -0.1476, 0.0661, 0.0632, 0.0632, 0.0961, 0.0806, 0.0731, 0.0539, 0.0687, -0.1826, -0.1702, 0.0564, 0.0556, 0.0651, 0.0613, 0.0570, 0.0626

Entry 2:
The following is a quantum chemistry calculation of one molecule with the formula CH4IP at a distorted geometry, from OMol25.

Values from the calculation:
HOMO-LUMO gap   7.588 eV
Structure (SMILES)   C=[PH2]I
HOMO   -8.6 eV

ORCA input file:
```
! RIJCOSX wB97M-V def2-TZVPD def2/J DEFGRID3
* xyz 0 1
C 0.814 0.004 -0.329
P -0.787 -0.345 0.123
I -2.869 -2.142 -0.207
H 1.028 0.525 -1.210
H 1.610 -0.587 0.103
H -0.752 -0.353 1.427
H -1.863 0.472 -0.171
*
```

In elementary charge units, the Löwdin charges are: -0.2991, 0.5187, 0.0045, -0.0353, -0.0024, -0.0913, -0.0951

> What is the HOMO-LUMO gap in the second record?

7.588 eV

> What is the formula in the second record?

CH4IP

> Among the records above, which one has the highest HOMO-LUMO gap?

C5H14

> Among the records above, which one has the lowest HOMO-LUMO gap?

CH4IP